The following is a DFT calculation (wB97M-V/def2-TZVPD) of a 2-piece molecular cluster, C3H9NO2 overall.

Results
Energy above the lowest of the compared OMol25 structures with the same formula, charge and spin   32.3 kcal/mol
E_HOMO   -9.7 eV
Total energy   -8841.5550 eV
Lowest unoccupied orbital energy   0.708 eV
SMILES   CN(C)C=O.O
HOMO-LUMO gap   10.37 eV

ORCA input file:
```
! RIJCOSX wB97M-V def2-TZVPD def2/J DEFGRID3
* xyz 0 1
C 0.486 0.887 0.797
N -0.597 0.165 0.395
C -0.626 -0.837 -0.634
C -1.865 0.897 0.636
O 1.561 0.771 0.262
H 0.375 1.723 1.506
H -0.422 -0.489 -1.658
H -1.507 -1.407 -0.437
H 0.224 -1.540 -0.506
H -1.882 1.399 1.609
H -2.712 0.202 0.710
H -2.013 1.627 -0.117
H 3.044 -0.889 -0.062
H 2.699 -1.106 -1.617
O 3.235 -1.402 -0.885
*
```

The following is a DFT calculation (wB97M-V/def2-TZVPD) of a 3-piece molecular cluster, H6O3 overall.

Results
Energy above the lowest of the compared OMol25 structures with the same formula, charge and spin   29.7 kcal/mol
E_HOMO   -10.9 eV
Total energy   -6238.9646 eV
Lowest unoccupied orbital energy   0.668 eV
SMILES   O.O.O
HOMO-LUMO gap   11.56 eV

ORCA input file:
```
! RIJCOSX wB97M-V def2-TZVPD def2/J DEFGRID3
* xyz 0 1
H -2.196 1.554 0.161
H -0.739 2.141 0.073
H 2.444 -0.285 -0.545
H 3.738 -0.918 0.152
H -2.227 -1.177 0.902
H -1.181 -1.716 -0.126
O -1.209 1.286 -0.039
O 3.161 -0.054 0.051
O -1.932 -1.182 -0.089
*
```

The following is a DFT calculation (wB97M-V/def2-TZVPD) of one molecule with the formula C4H8N2OS.

Results
Energy above the lowest of the compared OMol25 structures with the same formula, charge and spin   135.7 kcal/mol
E_HOMO (alpha / beta)   -8.3 / -8.3 eV
Total energy   -20134.9481 eV
Lowest unoccupied orbital energy (alpha / beta)   -0.618 / -0.619 eV
SMILES   C=[S@]1(=O)C[C@@H](C)N=N1
HOMO-LUMO gap (alpha / beta)   7.67 / 7.67 eV

ORCA input file:
```
! RIJCOSX wB97M-V def2-TZVPD def2/J DEFGRID3
* xyz 0 1
C 2.698 0.480 1.050
C 0.200 0.742 -0.421
C -0.600 -0.354 0.300
C -1.754 -1.004 -0.542
N 0.238 -1.468 0.749
N 1.363 -1.621 0.213
O 3.008 -0.267 -1.284
S 2.048 -0.190 -0.256
H 3.798 0.660 0.954
H 2.290 0.291 2.044
H -0.036 0.959 -1.468
H 0.376 1.586 0.239
H -1.080 0.074 1.067
H -1.252 -1.801 -1.212
H -2.463 -0.242 -1.039
H -2.384 -1.593 0.128
*
```

The following is a DFT calculation (wB97M-V/def2-TZVPD) of a 2-piece molecular cluster, C15H28N7O3S overall.

Results
Energy above the lowest of the compared OMol25 structures with the same formula, charge and spin   7.7 kcal/mol
E_HOMO   -11.5 eV
Total energy   -43413.9180 eV
Lowest unoccupied orbital energy   -2.771 eV
HOMO-LUMO gap   8.73 eV

ORCA input file:
```
! RIJCOSX wB97M-V def2-TZVPD def2/J DEFGRID3
* xyz 1 1
O -7.568 -1.794 1.986
O 5.342 3.050 1.533
O 4.412 -2.255 1.548
N -4.400 -0.162 -0.990
S -5.487 0.241 1.351
C -7.242 -1.856 0.815
C 5.095 1.902 1.208
C 4.402 -1.140 2.047
C -4.333 0.593 0.084
C -5.440 -1.088 -0.839
C -6.133 -1.027 0.343
C -0.521 1.518 -2.590
N -1.211 0.493 -2.166
N -8.010 -2.738 0.091
N 5.225 -0.797 3.045
N 0.801 1.563 -2.519
N 3.978 1.327 1.669
N -1.185 2.520 -3.091
C 6.042 1.176 0.269
C -3.326 1.690 0.221
C -8.018 -2.945 -1.349
C 6.240 -1.681 3.620
C 1.703 0.520 -1.984
C 2.047 0.779 -0.512
C 2.996 -0.305 0.035
C 3.464 -0.051 1.489
H -5.662 -1.811 -1.616
H -2.221 0.477 -2.200
H -0.725 -0.304 -1.797
H -8.741 -3.180 0.645
H 5.172 0.148 3.390
H 1.246 2.393 -2.876
H 3.444 1.944 2.266
H -2.185 2.462 -3.172
H -0.703 3.330 -3.440
H 6.970 1.745 0.204
H 6.272 0.179 0.634
H 5.599 1.121 -0.722
H -3.277 2.274 -0.701
H -2.339 1.265 0.424
H -3.598 2.354 1.047
H -8.031 -1.988 -1.880
H -7.142 -3.523 -1.660
H -8.914 -3.504 -1.638
H 6.861 -2.100 2.825
H 5.761 -2.504 4.154
H 6.878 -1.128 4.313
H 2.629 0.521 -2.564
H 1.254 -0.470 -2.084
H 2.522 1.758 -0.447
H 1.132 0.792 0.083
H 3.866 -0.379 -0.617
H 2.480 -1.266 -0.003
H 2.577 -0.140 2.117
*
```

The following is a DFT calculation (wB97M-V/def2-TZVPD) of C22H24N5OPtSSi as an isolated structure.

Results
Energy above the lowest of the compared OMol25 structures with the same formula, charge and spin   3.4 kcal/mol
E_HOMO (alpha / beta)   -6.2 / -7.1 eV
Total energy   -54658.6913 eV
Lowest unoccupied orbital energy (alpha / beta)   0.228 / -0.661 eV
HOMO-LUMO gap (alpha / beta)   6.44 / 6.43 eV
⟨S²⟩   3.776

ORCA input file:
```
! RIJCOSX wB97M-V def2-TZVPD def2/J DEFGRID3
* xyz 0 4
Pt 0.170 -1.025 0.823
N 4.531 -1.284 0.420
C 4.561 -0.207 1.327
C 3.190 0.374 1.429
N 2.413 -0.431 0.427
C 3.183 -1.570 0.181
C 2.566 -2.798 -0.034
N 1.231 -2.937 0.065
C 0.947 -4.243 -0.197
C 2.097 -4.926 -0.464
N 3.124 -4.004 -0.374
H 5.277 -1.947 0.324
H 5.486 0.208 1.686
H 3.187 1.418 1.123
H -0.062 -4.615 -0.174
H 2.275 -5.956 -0.712
H 4.101 -4.203 -0.484
C 1.734 -0.586 -2.370
Si 1.708 0.598 -0.925
C 2.760 2.059 -1.447
C 2.567 0.288 2.820
N 0.230 0.902 -0.226
C -0.601 1.992 -0.086
C -0.131 3.235 0.356
C -0.955 4.347 0.448
C -2.292 4.245 0.100
C -2.795 3.024 -0.329
C -1.969 1.914 -0.406
O -2.419 0.697 -0.875
C -3.704 0.297 -0.619
C -4.305 -0.514 -1.572
C -5.576 -1.019 -1.343
C -6.256 -0.708 -0.174
C -5.648 0.108 0.771
C -4.372 0.609 0.560
H 2.723 -1.023 -2.521
H 1.479 -0.032 -3.277
H 1.011 -1.393 -2.251
H 3.757 1.728 -1.750
H 2.866 2.846 -0.702
H 2.285 2.509 -2.324
H 3.140 0.900 3.519
H 2.564 -0.743 3.174
H 1.540 0.653 2.788
H 0.914 3.306 0.633
H -0.551 5.291 0.792
H -2.946 5.105 0.158
H -3.836 2.931 -0.610
H -3.758 -0.744 -2.477
H -6.038 -1.654 -2.087
H -7.251 -1.097 0.000
H -6.165 0.350 1.691
H -3.892 1.231 1.303
S -2.719 -1.962 2.267
C -1.379 -1.542 1.628
*
```

The following is a DFT calculation (wB97M-V/def2-TZVPD) of C21H12B3Cl48N2O4P as an isolated structure.

Results
E_HOMO   -8.3 eV
Total energy   -645537.2582 eV
Lowest unoccupied orbital energy   -0.563 eV
HOMO-LUMO gap   7.74 eV

ORCA input file:
```
! RIJCOSX wB97M-V def2-TZVPD def2/J DEFGRID3
* xyz 0 1
C 1.808 -0.912 -1.106
C 0.661 -0.841 -2.181
P -1.008 -0.787 -1.308
C -0.753 0.528 0.027
B -2.317 -0.042 -2.482
O -3.714 -0.314 -2.420
B -4.460 0.896 -2.449
N -5.691 0.938 -1.610
C -5.528 0.154 -0.660
O -5.524 -0.644 0.192
O -4.056 2.027 -3.200
B -2.656 2.070 -3.032
C -1.839 3.224 -2.322
C -0.472 3.457 -2.693
C 0.422 4.489 -2.058
C -0.291 5.211 -1.010
C -1.663 4.863 -0.757
N -2.443 3.951 -1.341
O -1.962 0.913 -3.491
H 1.964 0.092 -0.653
H 2.757 -1.275 -1.554
H 1.477 -1.647 -0.324
H 0.724 -1.709 -2.865
H 0.790 0.126 -2.725
H -0.044 0.168 0.805
H -0.319 1.449 -0.439
H -1.705 0.810 0.524
H -0.053 2.806 -3.480
H 1.473 4.664 -2.314
H 0.212 5.999 -0.425
H -2.146 5.428 0.069
C 3.750 -4.593 -0.471
Cl 4.022 -3.703 -1.977
Cl 2.321 -3.949 0.357
Cl 3.496 -6.307 -0.841
Cl 5.167 -4.421 0.582
C -4.459 3.474 2.021
Cl -4.964 5.114 1.585
Cl -5.116 3.054 3.612
Cl -5.064 2.330 0.811
Cl -2.690 3.395 2.076
C -7.123 1.306 7.003
Cl -6.554 -0.364 7.148
Cl -8.468 1.374 5.854
Cl -7.666 1.886 8.585
Cl -5.800 2.332 6.420
C 1.289 5.076 -6.259
Cl 0.637 6.663 -6.687
Cl 0.747 4.658 -4.617
Cl 0.701 3.860 -7.405
Cl 3.060 5.125 -6.307
C -6.927 3.463 -5.165
Cl -7.150 1.780 -4.660
Cl -6.844 4.500 -3.733
Cl -5.422 3.608 -6.088
Cl -8.291 3.961 -6.179
C -2.200 9.178 -4.282
Cl -1.483 7.564 -4.168
Cl -3.623 9.120 -5.334
Cl -2.680 9.728 -2.668
Cl -1.010 10.304 -4.959
C 3.212 -6.670 3.792
Cl 3.468 -6.994 2.070
Cl 1.489 -6.819 4.171
Cl 4.136 -7.832 4.756
Cl 3.759 -5.026 4.166
C 7.190 -8.351 -1.872
Cl 5.924 -9.493 -2.355
Cl 7.823 -7.530 -3.307
Cl 6.508 -7.155 -0.760
Cl 8.501 -9.230 -1.067
C 1.409 6.625 3.442
Cl 0.075 5.491 3.170
Cl 1.045 7.637 4.847
Cl 2.902 5.720 3.735
Cl 1.612 7.654 2.012
C 8.668 -4.074 3.337
Cl 9.273 -5.732 3.485
Cl 7.288 -4.048 2.224
Cl 8.153 -3.487 4.926
Cl 9.952 -3.030 2.708
C 7.074 -10.296 6.519
Cl 7.772 -9.147 5.368
Cl 6.198 -9.410 7.778
Cl 5.954 -11.374 5.670
Cl 8.367 -11.252 7.260
C -4.694 -4.377 1.355
Cl -4.084 -4.937 -0.211
Cl -4.884 -2.618 1.316
Cl -6.264 -5.134 1.681
Cl -3.546 -4.830 2.631
*
```